{
  "formula": "C4H25N2O7",
  "method": "ωB97M-V/def2-TZVPD",
  "orbital_gap_ev": 9.58,
  "total_charge": 1,
  "multiplicity": 1,
  "symbols": ["C", "C", "C", "C", "N", "N", "H", "H", "H", "H", "H", "H", "H", "H", "H", "H", "H", "H", "H", "O", "H", "H", "O", "H", "H", "O", "H", "H", "O", "H", "H", "O", "H", "H", "O", "H", "H", "O"],
  "positions_angstrom": [[-1.067795, -0.042655, -0.049183], [0.409894, 0.248029, -0.133627], [1.399087, -0.659855, 0.635383], [2.265439, -0.190448, 1.549221], [1.295371, -2.060863, 0.375450], [-1.342110, -1.338583, -0.707541], [-1.449913, -0.016141, 0.952357], [-1.545445, 0.793044, -0.524893], [0.707880, 0.144169, -1.157379], [0.438557, 1.333510, 0.167169], [2.760434, -0.890240, 2.112473], [2.471391, 0.952904, 1.935238], [1.725331, -2.615282, 1.139219], [1.717825, -2.270436, -0.487691], [-0.834177, -2.108355, -0.399951], [-2.338229, -1.763203, -0.536494], [-1.345978, -1.357782, -1.765719], [-2.926939, -2.558735, 2.057387], [-2.740739, -3.551665, 1.105517], [-2.905960, -2.615458, 1.130745], [-0.179991, -0.519047, -3.244714], [-1.491789, -0.198070, -4.075824], [-1.089904, -0.623161, -3.318855], [1.501386, 2.449109, -1.340073], [2.079222, 2.705771, -2.844814], [1.911884, 2.040630, -2.240161], [2.268342, -0.900117, -3.575163], [1.766172, 0.443329, -2.739692], [1.597337, -0.525022, -2.960472], [-0.864329, 2.212535, 1.629918], [-0.784681, 2.046525, 3.270717], [-0.624852, 2.650387, 2.527852], [-0.295919, 4.183443, -0.561326], [-0.368987, 4.070803, 0.883204], [-0.183878, 3.481463, 0.038488], [-0.569727, -1.448375, 3.078462], [-0.353000, -0.621858, 4.349116], [-1.011194, -0.880309, 3.725651]],
  "atomic_forces_ev_per_a": [[0.8, -0.4, -0.1], [1.0, 0.4, 0.9], [-0.3, 1.8, 1.0], [-1.2, 3.8, -0.2], [-0.8, 0.0, 1.9], [-5.1, -0.6, -1.9], [-0.1, -0.6, 0.7], [-0.6, -0.1, -0.8], [-0.1, 0.3, -0.6], [0.8, -1.2, -0.2], [1.7, -1.6, 1.1], [-1.1, -3.0, -1.4], [-0.2, 0.5, -1.0], [0.7, -0.5, -1.3], [2.2, -1.2, 1.2], [1.7, 1.6, 0.3], [0.6, 1.0, 0.6], [-0.3, 1.2, 2.3], [0.0, -1.0, -0.9], [0.2, -0.4, -1.2], [3.3, 0.6, -0.6], [0.4, 0.1, -0.1], [-3.6, -0.8, 0.5], [1.5, -1.2, -3.3], [0.5, 2.4, -1.7], [-1.9, -1.0, 5.0], [-0.7, 0.8, 0.7], [0.4, -1.1, -0.6], [0.4, 0.1, -0.3], [0.5, 0.8, 2.8], [-0.1, 0.0, -0.7], [-0.5, -0.9, -2.0], [-0.2, 1.1, -2.1], [0.8, -2.3, -1.7], [-0.4, 1.2, 3.5], [0.1, 0.2, 0.3], [0.8, 0.2, 0.7], [-0.9, -0.4, -1.1]],
  "mulliken_charge": [-1.31, 1.68, 0.33, -0.93, -0.45, -0.07, 0.49, 0.26, -1.24, 0.18, 0.32, 0.20, 0.26, 0.23, 0.35, 0.51, 0.31, 0.29, 0.32, -0.62, 0.36, 0.30, -0.67, 0.34, 0.27, -0.66, 0.28, 0.40, -0.75, 0.36, 0.30, -0.67, 0.27, 0.35, -0.61, 0.31, 0.31, -0.61]
}

{
  "formula": "C4H25N3O8",
  "method": "ωB97M-V/def2-TZVPD",
  "orbital_gap_ev": 9.67,
  "smiles": "NCC[C@H](N)C(N)=O.O.O.O.O.O.O.O",
  "multiplicity": 1,
  "symbols": ["N", "C", "C", "C", "N", "C", "N", "O", "H", "H", "H", "H", "H", "H", "H", "H", "H", "H", "H", "H", "H", "O", "H", "H", "O", "H", "H", "O", "H", "H", "O", "H", "H", "O", "H", "H", "O", "H", "H", "O"],
  "positions_angstrom": [[-1.639987, -1.362856, 0.232122], [-0.490782, -1.074697, 1.074883], [-0.740544, -1.280483, 2.590213], [-0.843110, 0.018779, 3.384709], [0.409503, 0.742829, 3.566665], [0.671077, -1.970688, 0.640191], [1.903280, -1.535433, 0.989621], [0.516737, -3.025149, 0.041934], [-2.340805, -0.633102, 0.311554], [-2.078186, -2.246793, 0.474466], [-0.182297, -0.049413, 0.866626], [-1.659554, -1.852947, 2.721504], [0.040890, -1.905537, 3.033611], [-1.572008, 0.687347, 2.930255], [-1.217737, -0.194280, 4.385747], [1.094552, 0.152859, 3.986874], [0.773642, 1.108184, 2.701263], [2.711066, -2.078019, 0.744981], [2.044156, -0.618670, 1.357391], [2.423096, 3.056034, -0.333991], [1.413810, 2.159618, -1.089871], [1.856114, 2.284955, -0.214549], [0.178266, -0.646488, -4.488637], [0.085388, -1.240489, -3.013224], [0.491765, -0.526027, -3.585785], [-1.410236, -1.816114, -1.714701], [-0.341017, -2.840943, -1.574772], [-0.820143, -2.346826, -2.274473], [1.158721, 2.339483, -3.112914], [0.274584, 1.138752, -2.883521], [0.390607, 2.072246, -2.600131], [2.296444, 0.098163, -3.313295], [3.257599, 0.323935, -2.108682], [3.092793, 0.610708, -3.014325], [-3.885101, 1.255873, -0.054106], [-2.416556, 1.723045, 0.163504], [-3.102630, 1.091245, 0.492257], [-0.465895, 2.878992, 0.293062], [-0.717316, 2.638140, -1.225132], [-1.160189, 2.863771, -0.381327]],
  "atomic_forces_ev_per_a": [[-0.2, -0.1, -0.2], [-0.1, -0.7, -0.1], [0.0, 0.0, 0.1], [0.1, 0.0, 0.2], [-0.6, 0.4, -0.2], [0.1, 0.0, -0.2], [-0.1, -0.1, 0.0], [0.0, -0.1, 0.2], [0.0, 0.2, 0.2], [0.2, 0.0, 0.1], [0.0, 0.2, 0.1], [-0.1, 0.0, -0.2], [0.1, 0.1, 0.0], [-0.1, 0.1, -0.1], [-0.1, -0.1, 0.0], [0.6, -0.4, 0.3], [0.1, 0.1, -0.2], [0.0, -0.1, -0.1], [0.0, 0.3, 0.2], [0.0, -0.1, 0.1], [0.3, 0.0, 0.6], [-0.2, 0.0, -0.4], [0.0, -0.2, 0.2], [-0.2, -0.1, -0.4], [0.2, 0.4, 0.1], [0.0, 0.1, 0.3], [-0.1, 0.1, -0.3], [0.2, -0.3, 0.0], [0.2, 0.2, -0.1], [-0.1, 0.0, 0.0], [-0.1, -0.3, -0.1], [0.8, 0.3, 0.4], [-0.1, 0.0, -0.1], [-0.8, -0.4, -0.3], [0.3, 0.0, 0.2], [-0.3, -0.1, 0.1], [-0.1, 0.3, -0.3], [0.1, 0.0, -0.4], [0.0, 0.2, 0.4], [0.0, -0.1, 0.0]],
  "mulliken_charge": [-0.54, 1.13, -0.58, -0.85, -0.54, -0.30, -0.29, -0.80, 0.36, 0.30, -0.20, 0.33, 0.37, 0.35, 0.38, 0.28, 0.19, 0.27, 0.18, 0.27, 0.42, -0.59, 0.26, 0.44, -0.75, 0.43, 0.38, -0.78, 0.30, 0.41, -0.79, 0.37, 0.30, -0.66, 0.27, 0.43, -0.67, 0.31, 0.38, -0.75]
}

{
  "formula": "C4H25NO12",
  "method": "ωB97M-V/def2-TZVPD",
  "orbital_gap_ev": 9.95,
  "smiles": "O=CN[C@H](CO)C(O)O.O.O.O.O.O.O.O.O",
  "multiplicity": 1,
  "symbols": ["O", "C", "N", "C", "C", "O", "C", "O", "H", "H", "H", "H", "H", "H", "H", "H", "H", "O", "H", "H", "O", "H", "H", "O", "H", "H", "O", "H", "H", "O", "H", "H", "O", "H", "H", "O", "H", "H", "O", "H", "H", "O"],
  "positions_angstrom": [[-2.691407, -0.607520, -0.662030], [-1.790839, -1.212672, -1.164524], [-0.563285, -0.634087, -1.313303], [-0.097407, 0.705694, -0.609542], [0.967865, 1.361727, -1.308391], [1.618807, 2.364133, -0.550700], [0.267988, 0.169449, 0.842057], [-0.597425, -0.748385, 1.354468], [-1.965437, -2.148008, -1.756952], [0.153411, -1.376537, -1.442396], [-1.062071, 1.243405, -0.528529], [0.743111, 2.038598, -2.148402], [1.885125, 0.653172, -1.492555], [1.219671, 2.720451, 0.251991], [0.310347, 0.949474, 1.723179], [1.442477, -3.857244, 1.938177], [0.315294, -3.124967, -0.209523], [1.187928, -3.114795, 1.462963], [-3.034882, 0.858380, -0.267899], [-4.159063, 1.802704, -0.841806], [-3.350390, 1.824635, -0.308054], [-3.763008, -0.406992, 2.187593], [-2.376814, -0.253920, 1.543768], [-2.881758, -0.191702, 2.381330], [0.788739, 4.453372, 1.489435], [-0.116224, 3.484688, 1.882620], [0.815391, 3.484116, 1.716488], [4.653846, -1.023896, -0.685996], [3.381163, -1.811771, -0.563054], [4.263321, -1.846848, -0.310238], [-0.369673, -1.660109, 1.528829], [-0.933289, -3.942007, -0.364534], [-0.201347, -3.541604, -0.841420], [2.643622, -1.219137, -3.875094], [1.829258, -0.505890, -2.760863], [2.589074, -0.426287, -3.383476], [-2.486253, 3.159884, 0.719753], [-2.291799, 2.357701, 2.046085], [-1.897248, 3.127703, 1.461680], [2.238705, -0.152693, 0.891783], [1.862498, -2.415593, 1.380177], [1.451989, -0.536616, 0.586925]],
  "atomic_forces_ev_per_a": [[-2.3, 0.0, 1.2], [1.7, 0.8, -2.0], [1.8, -0.2, -0.1], [-4.9, -3.9, 1.8], [4.0, 1.6, -1.0], [1.3, 0.2, 0.7], [1.2, 1.2, 1.0], [-2.3, 0.4, -0.1], [0.5, 0.5, 0.8], [-0.6, 1.1, 0.0], [0.8, 0.3, -0.2], [-0.8, -1.7, -0.7], [-2.2, 1.0, -0.2], [-0.7, -0.1, 0.4], [0.6, -0.8, -2.2], [1.2, -1.8, 1.3], [1.7, 0.9, 2.3], [-1.0, 2.6, -1.5], [-0.6, 1.5, -0.3], [0.4, 0.0, 0.2], [-0.3, -0.8, -0.2], [-1.9, -0.4, -0.5], [-0.4, -0.2, 0.8], [1.8, 0.7, 0.1], [1.1, -1.1, 0.1], [-1.9, -1.2, 0.3], [0.7, 2.4, -0.3], [-0.4, -0.9, 0.4], [-2.6, 0.1, -0.9], [2.8, 0.9, 0.5], [1.1, -0.2, -0.3], [0.1, 0.0, 0.0], [-1.7, -1.4, -2.5], [0.0, -1.4, -0.8], [0.8, -0.1, -1.1], [-0.7, 1.2, 1.5], [-0.7, -0.3, -0.9], [1.0, 2.2, -1.8], [-0.2, -2.0, 3.1], [1.6, 1.4, 0.8], [-0.2, -0.6, 0.4], [0.0, -1.5, -0.3]],
  "mulliken_charge": [-0.62, 0.01, -0.01, 0.51, -0.68, -0.53, -0.11, -0.33, 0.44, 0.24, -0.21, 0.20, 0.24, 0.41, 0.21, 0.22, 0.26, -0.58, 0.52, 0.24, -0.68, 0.29, 0.37, -0.67, 0.32, 0.37, -0.68, 0.34, 0.32, -0.63, 0.22, 0.37, -0.63, 0.29, 0.37, -0.65, 0.26, 0.33, -0.66, 0.27, 0.28, -0.24]
}

Number 1: HOMO -12.05 eV. Number 2: HOMO -9.32 eV. Number 3: HOMO -9.80 eV.